Density functional theory data (ωB97M-V with the def2-TZVPD basis set) for one molecule with the formula C4H10N4 in a non-equilibrium geometry.

Calculated total energy in eV: -10267.4120
Frontier orbital gap in eV: 9.94
HOMO in eV: -9.1
SMILES: [H]/N=C(/N)[C@H]1NC[C@H]1N

Geometry as XYZ:
```
18
Properties=species:S:1:pos:R:3:forces:R:3
N -0.712 -1.851 0.877 4.6 -0.8 -2.9
N -1.805 0.142 1.350 2.5 2.4 -3.0
C -0.333 -0.053 -0.607 -4.1 -1.5 -3.6
H 0.371 -1.995 0.798 -2.5 0.0 -0.5
H -0.746 -0.741 -1.423 0.1 0.5 1.2
H 1.165 2.150 0.432 -1.3 -1.9 -2.2
N 1.909 -0.718 0.114 0.6 0.3 3.8
N -0.587 1.341 -1.042 4.9 -2.1 0.5
H 1.512 -0.326 -1.802 -1.0 0.8 0.6
H -0.906 -2.198 1.736 -1.5 -0.8 3.2
H 1.651 -0.404 1.097 0.3 -0.6 -1.4
C 1.112 -0.001 -0.802 2.9 2.8 -1.1
H -1.270 1.982 -0.826 -2.1 1.1 1.0
H 2.930 -0.568 0.148 -0.8 0.1 -1.0
C -0.971 -0.540 0.630 -1.4 0.0 2.3
C 0.853 1.626 -0.670 0.4 1.9 0.9
H 1.202 2.440 -1.334 0.6 -0.9 -0.2
H -1.514 1.064 0.777 -2.1 -1.3 2.3
```
Positions in Å, forces in eV/Å.

Atom charges from the natural (NBO) analysis, given in e for atoms 1 to 8: -0.82 -0.65 -0.15 0.39 0.23 0.16 -0.84 -0.63

---

Density functional theory data (ωB97M-V with the def2-TZVPD basis set) for one molecule with the formula C4H10N4 in a non-equilibrium geometry.

Calculated total energy in eV: -10268.4109
Frontier orbital gap (alpha / beta) in eV: 8.26 / 8.26
HOMO (alpha / beta) in eV: -7.2 / -7.2
SMILES: C/C=C(N)\C(N)=N\N

Geometry as XYZ:
```
18
Properties=species:S:1:pos:R:3:forces:R:3
H -0.066 2.326 1.286 -0.1 0.0 0.0
C 0.952 0.161 0.360 0.4 -2.2 0.2
H 2.866 0.428 0.971 -0.1 0.0 0.0
N -2.531 -0.232 -0.010 1.0 0.1 1.2
H -2.738 0.735 -0.245 -0.5 -0.6 -0.2
C 0.567 -1.097 -1.843 -0.6 -0.4 0.3
H 1.755 0.566 2.197 0.0 0.0 0.0
C -0.418 0.466 0.599 -1.7 -0.6 -0.5
N 1.929 0.721 1.211 0.0 -0.2 0.0
H 2.008 -1.538 -0.287 0.2 0.2 0.0
N -1.209 -0.535 0.265 -0.3 1.2 0.0
H -1.601 1.727 1.681 0.0 0.0 0.0
H 1.332 -0.879 -2.593 0.1 0.0 0.1
N -0.833 1.725 1.024 -0.2 0.0 -0.4
H -0.293 -0.449 -1.991 0.0 0.0 -0.2
H 0.251 -2.131 -1.997 -0.1 0.0 -0.1
C 1.116 -0.935 -0.463 1.8 1.5 0.0
H -3.088 -1.060 -0.165 0.0 0.8 -0.3
```
Positions in Å, forces in eV/Å.

Atom charges from the natural (NBO) analysis, given in e for atoms 1 to 8: 0.40 0.07 0.38 -0.70 0.37 -0.63 0.37 0.27

---

Density functional theory data (ωB97M-V with the def2-TZVPD basis set) for a 2-piece molecular cluster, C4H10N4 overall in a non-equilibrium geometry.

Calculated total energy in eV: -10267.9739
Frontier orbital gap in eV: 9.00
HOMO in eV: -8.1
SMILES: C=CN(C)N.N#CN

Geometry as XYZ:
```
18
Properties=species:S:1:pos:R:3:forces:R:3
N -1.414 2.213 -0.030 0.5 -0.8 1.1
H -1.349 -1.012 -2.103 0.1 -0.1 0.0
H 0.798 -0.476 -1.864 0.0 -0.1 -0.2
C 0.837 -0.748 -0.818 0.1 0.1 0.1
H 2.069 -1.092 0.854 0.0 -0.1 0.2
N 0.773 2.030 1.089 0.3 -0.5 0.6
H -0.484 -1.330 1.742 0.2 -0.1 0.0
H -2.002 0.150 -0.929 0.0 -0.5 -0.2
H 1.219 1.135 1.263 -0.2 0.1 0.0
C -1.585 -0.868 -1.051 -0.5 0.6 0.3
H -1.456 -0.126 1.352 0.0 0.0 -0.8
H -2.312 -1.622 -0.736 -0.1 0.1 -0.1
N -0.393 -1.005 -0.252 -0.4 0.6 1.6
H 2.915 -0.525 -0.675 0.1 -0.1 -0.2
C -0.465 1.924 0.586 -0.2 2.1 -1.7
H 1.375 2.689 0.610 -0.3 -0.1 0.0
N -0.533 -0.508 1.147 0.4 -1.4 -0.6
C 2.006 -0.828 -0.186 0.1 0.4 0.1
```
Positions in Å, forces in eV/Å.

Atom charges from the natural (NBO) analysis, given in e for atoms 1 to 8: -0.44 0.21 0.19 0.01 0.20 -0.86 0.36 0.22

---

Density functional theory data (ωB97M-V with the def2-TZVPD basis set) for a 2-piece molecular cluster, C4H10N4O overall in a non-equilibrium geometry.

Calculated total energy in eV: -12315.8590
Frontier orbital gap in eV: 9.55
HOMO in eV: -8.7

Geometry as XYZ:
```
19
Properties=species:S:1:pos:R:3:forces:R:3
C 2.735 0.261 -0.562 0.2 -0.1 0.1
H 3.085 -0.672 -0.118 0.1 0.1 -0.1
C 0.580 -0.656 0.111 -1.4 -0.7 -2.2
H -1.166 -2.120 1.130 -0.1 0.0 0.0
N -1.322 0.403 -1.034 0.2 -0.1 0.4
C -0.606 0.986 1.797 -0.3 1.3 1.3
C -1.724 -1.503 0.430 0.4 0.2 0.1
H -0.763 3.046 1.276 -0.3 -0.2 0.0
H 3.030 1.095 0.086 0.0 -0.1 -0.1
N 1.302 0.168 -0.698 -0.1 0.5 0.5
O 1.033 -1.625 0.682 -0.1 0.4 0.7
N -0.928 2.080 1.490 0.5 -0.3 -0.1
H -2.037 -2.117 -0.423 0.0 0.0 0.0
H 3.196 0.391 -1.542 0.0 0.0 0.1
H 0.803 0.942 -1.108 -0.1 -0.1 0.0
N -0.845 -0.427 0.005 0.7 -0.9 -0.9
H -1.707 -0.157 -1.797 0.1 0.1 0.2
H -2.603 -1.084 0.926 0.0 0.0 0.0
H -2.064 0.991 -0.650 0.2 -0.1 -0.1
```
Positions in Å, forces in eV/Å.

Atom charges from the natural (NBO) analysis, given in e for atoms 1 to 8: -0.41 0.24 0.80 0.25 -0.67 0.30 -0.42 0.44

---

Density functional theory data (ωB97M-V with the def2-TZVPD basis set) for C4H10N5O as an isolated structure in a non-equilibrium geometry.

Calculated total energy in eV: -13800.7545
Frontier orbital gap in eV: 9.04
Net charge: +1
HOMO in eV: -12.1

Geometry as XYZ:
```
20
Properties=species:S:1:pos:R:3:forces:R:3
H 1.874 -2.014 1.462 0.3 -2.5 1.7
H -0.577 -2.388 1.319 -0.3 0.9 -1.2
C -1.665 0.064 -0.724 -0.4 2.1 -0.7
C 0.680 -0.835 0.446 -1.4 -0.7 0.8
N 1.910 -1.221 0.934 -0.4 2.2 -1.6
N 1.888 0.885 -0.782 0.3 -0.2 0.8
H 2.570 -0.496 1.252 -1.0 -0.7 0.0
H -0.449 1.485 -1.673 -0.4 -1.4 2.1
N -0.553 0.814 -0.829 2.0 1.3 -1.8
H 2.703 0.495 -0.275 -0.9 -0.8 -0.8
O 0.772 1.430 1.424 -0.3 -1.0 -2.8
H -0.029 1.289 1.963 0.2 -0.1 -0.5
H -3.677 0.261 -1.081 -1.8 -1.3 0.7
H -2.570 -1.451 0.076 -0.4 -0.7 0.3
N -2.784 0.549 -1.313 1.5 -2.5 1.3
N -1.676 -1.025 -0.014 0.0 0.1 0.1
C 0.690 0.539 -0.131 -0.5 0.1 2.8
H -2.833 1.323 -1.853 0.7 3.0 -1.8
C -0.523 -1.533 0.594 3.2 0.3 1.1
H 2.127 1.814 -0.528 -0.5 1.8 -0.4
```
Positions in Å, forces in eV/Å.

Atom charges from the natural (NBO) analysis, given in e for atoms 1 to 8: 0.39 0.25 0.67 0.17 -0.77 -0.80 0.41 0.45

---

Density functional theory data (ωB97M-V with the def2-TZVPD basis set) for C4H10NO as an isolated structure in a non-equilibrium geometry.

Calculated total energy in eV: -7844.2187
Frontier orbital gap in eV: 6.04
Net charge: -1
HOMO in eV: -1.8

Geometry as XYZ:
```
16
Properties=species:S:1:pos:R:3:forces:R:3
H -1.812 0.602 0.561 0.4 0.5 0.3
C -0.937 0.587 -0.110 -5.2 0.8 -1.6
H 1.684 0.853 -0.132 -0.5 1.2 -0.3
N 0.202 0.038 2.110 0.3 0.6 -1.0
H 0.969 0.715 2.216 -0.1 -0.1 0.0
O 1.106 -0.594 -1.418 -0.4 1.6 0.6
H 2.936 -0.597 1.384 0.1 0.2 0.1
C 0.913 0.121 -0.399 3.5 -4.5 0.3
H -1.905 -1.042 -1.242 -0.2 0.0 0.0
H -0.366 -1.262 0.676 0.1 -0.6 -0.8
H -0.732 1.638 -0.350 0.5 0.0 0.5
H 2.880 -1.329 1.339 0.1 -0.3 0.0
H -2.502 0.592 -1.698 -0.1 0.1 -0.2
C -1.632 -0.004 -1.443 1.6 -0.1 1.5
H -0.862 -0.048 -2.212 -0.3 0.2 -0.4
C 0.058 -0.270 0.718 0.5 0.4 1.1
```
Positions in Å, forces in eV/Å.

Atom charges from the natural (NBO) analysis, given in e for atoms 1 to 8: 0.24 -0.46 0.12 -1.07 0.27 -0.68 -0.01 0.37